C38H37BCl54F13N3O4 | wB97M-V/def2-TZVPD

- HOMO (Ha) = -0.3200
- E (Ha) = -28108.9255
- multiplicity = 1
- HOMO-LUMO gap (eV) = 8.239
- charge = 0

Atoms and positions in Å:
Cl 5.71 4.39 -11.62
H -5.86 3.52 8.94
Cl 5.34 -7.43 -7.17
Cl -6.30 5.72 8.25
Cl -1.88 9.88 -1.11
Cl -1.84 8.40 -5.10
F -0.32 -0.51 -2.70
Cl -7.65 -2.70 4.48
Cl -3.09 8.48 1.13
H -3.29 7.15 -3.77
C -2.64 -1.74 -0.52
Cl -0.37 -2.25 -12.78
Cl 1.68 -5.10 3.51
Cl -8.16 5.38 0.50
Cl -0.66 3.75 5.39
Cl 2.74 5.94 1.84
H 4.79 -6.39 3.19
C 5.66 -1.93 1.05
C 4.80 7.17 5.04
Cl 3.51 -5.90 -5.51
H 1.20 -3.26 0.17
Cl 5.06 -2.01 4.55
F -4.28 -1.19 -2.11
Cl -4.08 1.31 6.19
H 3.27 -4.20 0.28
H 1.20 -2.57 -2.03
C 7.65 -1.45 -0.97
C 7.84 -1.13 0.52
C -3.43 7.93 -4.51
C 5.90 3.22 -12.93
H 8.85 -1.43 0.79
F -4.96 -0.91 0.80
H 1.27 5.05 5.14
Cl 4.90 0.86 4.96
H 1.58 2.40 1.12
Cl 7.56 2.62 -13.00
F -0.41 -0.11 -0.56
Cl -14.88 -3.71 6.44
H 6.15 -0.52 -2.28
Cl 1.57 3.29 3.62
H -6.43 4.04 1.35
Cl -3.76 4.30 8.27
H 1.79 -0.51 -12.00
C 0.23 -5.27 4.51
C -0.96 -4.76 -6.05
H 7.80 0.03 -2.50
C 1.13 -1.73 -1.34
C 2.44 0.34 -12.20
O 8.96 -1.68 -1.53
H -12.59 -4.15 6.52
C -5.38 1.69 5.06
C -6.55 -4.07 4.29
C 1.46 -2.20 0.09
Cl -7.02 -5.05 2.91
C 3.71 -3.22 0.47
H 5.25 2.38 -12.73
H 1.84 6.62 -0.23
C -4.57 -0.02 -0.11
Cl -4.22 9.30 -3.71
Cl 0.51 4.78 0.33
Cl 1.97 1.05 -13.75
C 5.09 -3.16 0.78
Cl 2.26 1.50 -10.89
O 6.98 -1.88 1.39
N 5.43 0.45 1.36
H 2.96 3.28 1.45
C -5.34 4.46 9.04
H 1.87 -1.00 -1.65
Cl -1.17 -3.55 -4.79
F -1.88 -2.35 -2.64
C 4.71 -5.45 2.63
H 7.08 -2.37 -1.11
Cl 0.34 7.49 1.34
H 6.37 -0.34 3.58
F -2.29 -1.44 0.73
Cl -13.55 -6.15 7.26
C 3.50 -0.83 0.69
H 0.86 -1.69 0.85
H -5.56 -3.68 4.11
Cl -4.43 7.29 -5.81
Cl 4.74 5.53 4.39
C -1.28 -3.67 -12.24
H 7.77 -0.07 0.74
Cl -13.25 -5.18 4.54
Cl -7.87 2.49 0.37
Cl 4.11 -0.26 -12.27
F -5.66 0.33 -0.82
Cl -7.89 -2.00 8.33
H -3.82 8.58 -1.09
F -0.98 -3.33 -0.94
C 4.86 -0.75 1.02
C -3.56 -0.65 -1.14
C -13.46 -4.73 6.23
Cl -1.51 -3.63 -10.49
C -9.18 -1.61 7.20
C -7.51 3.94 1.30
H 7.72 -5.14 1.10
Cl -1.39 -4.12 -7.64
C 1.07 3.99 5.16
H -2.25 -3.64 -12.72
F -3.42 -2.85 -0.44
H 5.84 -6.11 -5.31
Cl 0.71 -5.36 -6.06
Cl -10.08 -3.06 6.76
N 2.54 2.57 0.87
H 0.02 -4.31 4.96
C -1.41 -2.14 -1.39
B 5.92 -4.49 0.85
C 2.93 -2.10 0.41
C 4.66 1.49 1.31
C 5.04 -6.79 -5.56
Cl -8.13 3.79 2.94
Cl 7.31 -0.59 5.72
H 5.22 -4.68 3.21
F -4.88 1.51 1.63
Cl -10.26 -0.39 7.88
Cl 5.69 8.24 3.96
H 6.89 0.60 -1.12
F -2.83 1.22 0.99
F -4.22 2.33 -0.24
C 1.42 6.25 0.70
H 5.32 7.13 5.99
Cl 3.16 7.77 5.33
F -2.84 0.36 -1.67
H 3.65 -5.17 2.59
C 3.28 1.40 0.93
H 9.16 -2.61 -1.38
Cl -1.15 -5.75 3.53
H -1.61 -5.60 -5.83
O 7.23 -4.61 0.45
C -2.85 8.50 -0.61
Cl -0.46 -5.15 -12.73
Cl 5.04 -8.09 -4.36
C 5.97 -0.50 4.58
Cl 1.99 3.29 6.49
Cl -6.42 2.95 5.71
O 5.27 -5.61 1.33
C -4.09 1.29 0.57
Cl 5.43 3.93 -14.48
N 2.69 0.27 0.63
H 5.08 2.45 1.57
Cl -6.31 0.24 4.67
C 7.07 -0.27 -1.75
Cl -2.11 6.99 -1.16
H -8.73 -1.20 6.31
Cl -6.51 -5.03 5.76
Cl 0.52 -6.43 5.81
Cl -5.16 4.81 10.76
H -4.93 2.05 4.15
C -0.24 -1.10 -1.47

Atomic partial charges in e from the Mulliken method, atoms 1 to 4: Cl -0.125; H 0.233; Cl -0.127; Cl -0.127

C38H37BrClN5O2PPd | wB97M-V/def2-TZVPD

- HOMO (Ha) = -0.1202
- E (Ha) = -5397.9781
- energy above the lowest of the compared OMol25 structures with the same formula, charge and spin (kcal per mole) = 0.0
- multiplicity = 1
- HOMO-LUMO gap (eV) = 5.840
- charge = -1

Atoms and positions in Å:
H -10.76 12.21 -4.85
H -6.12 11.76 -0.56
Cl -17.61 16.01 -7.23
H -18.82 11.07 -1.52
N -13.82 14.94 -7.33
C -10.97 14.94 0.06
H -12.81 13.58 -8.37
C -10.84 13.32 -4.87
C -15.00 13.32 -8.58
H -14.95 12.39 -9.14
H -8.90 14.70 -2.01
C -12.73 16.44 0.79
C -18.39 14.90 -3.40
C -16.21 13.93 -8.28
C -16.21 15.06 -7.47
C -10.72 16.09 -5.09
H -16.29 11.05 -1.76
C -18.96 11.41 -2.58
P -11.36 13.25 -2.12
C -18.69 13.61 -3.80
H -7.90 10.05 -0.56
H -10.19 10.67 -1.47
O -17.01 15.63 -1.50
H -18.33 10.73 -3.24
H -15.28 20.87 -1.28
H -13.61 20.68 -0.90
C -16.78 13.50 0.49
H -14.78 19.43 -0.35
H -16.02 9.70 0.36
C -17.00 12.82 -0.72
H -16.23 13.27 2.61
C -15.99 11.47 1.55
C -11.86 14.46 -0.91
Pd -13.18 13.60 -4.20
N -14.24 19.36 -2.40
N -14.66 18.34 -4.34
C -14.97 15.49 -6.92
H -13.05 17.22 1.51
H -13.08 19.30 -5.46
H -20.04 12.47 -4.92
H -19.99 11.32 -2.98
C -10.48 13.98 -6.07
C -13.55 19.16 -4.50
H -10.76 16.46 1.58
H -18.31 12.42 -5.48
C -13.25 19.75 -3.31
O -12.28 12.06 -2.22
H -10.23 13.36 -6.92
C -8.11 11.07 -0.92
H -10.21 15.77 -7.19
H -18.43 15.83 -3.99
C -7.39 13.36 -1.19
C -11.18 14.15 -3.75
C -19.11 13.06 -5.09
C -7.12 12.05 -0.86
C -10.46 15.34 -6.22
C -11.43 15.98 0.87
C -17.64 14.75 -2.11
N -17.77 13.45 -1.72
C -9.68 12.73 -1.67
H -6.69 14.18 -0.97
H -14.65 16.30 -0.23
C -14.47 20.12 -1.18
C -16.48 11.49 -0.80
H -14.90 16.27 -6.19
H -17.20 13.52 -8.54
C -10.97 15.56 -3.86
N -18.41 12.75 -2.78
H -15.94 18.00 -2.65
Br -15.35 12.85 -4.86
H -9.95 14.59 0.15
C -9.39 11.41 -1.35
C -13.81 13.92 -8.12
H -13.79 14.59 -1.90
C -16.32 12.80 1.62
H -15.53 11.01 2.43
C -15.09 18.47 -3.13
H -16.98 14.58 0.48
H -10.89 16.16 -2.92
C -13.16 14.96 -1.04
H -12.44 20.41 -3.04
C -13.62 15.92 -0.17
C -16.13 10.79 0.35
H -10.71 17.17 -5.17
C -8.67 13.70 -1.68
H -19.39 13.86 -5.75

Atomic partial charges in e from the Mulliken method, atoms 1 to 4: H 0.290; H 0.366; Cl -0.255; H 0.423

C38H37BrF4O2PPdSSi | wB97M-V/def2-TZVPD

- HOMO (Ha) = -0.1539
- E (Ha) = -5751.1810
- energy above the lowest of the compared OMol25 structures with the same formula, charge and spin (kcal per mole) = 20.5
- multiplicity = 1
- HOMO-LUMO gap (eV) = 6.559
- charge = -1

Atoms and positions in Å:
H -4.62 3.13 4.92
C 1.45 -3.66 -0.16
H 1.13 -1.55 2.09
C -5.02 2.58 -3.32
H -4.53 4.05 -1.76
H 2.90 -6.59 -1.06
C 0.66 0.54 2.28
H -4.71 2.39 -1.14
C 2.37 1.90 3.31
C 1.46 -0.58 2.46
C -2.91 -3.15 1.01
C -3.36 1.58 2.17
C -2.06 1.32 2.60
C 4.22 1.65 1.07
C 1.99 -2.79 -1.12
C 1.17 1.43 -2.29
H 3.32 -1.35 3.19
H 0.54 2.67 2.50
H 0.76 -3.24 0.57
H 1.34 -5.66 0.62
H 4.58 -1.53 -1.09
C -1.72 1.71 3.89
H 4.12 0.86 4.00
C -1.57 -1.79 2.94
H -5.88 3.20 -3.55
O -2.06 4.23 -2.34
Br -2.81 -1.20 -0.97
F -1.01 -1.17 3.99
C 5.49 1.18 0.72
F -3.60 -3.83 0.09
H 2.51 -1.26 -3.96
H -2.32 2.68 5.71
C -2.62 2.37 4.72
C -2.36 -1.90 0.74
O 0.30 -0.81 0.07
H -3.65 1.30 1.17
C 2.86 -3.36 -2.07
H 6.58 -0.33 -0.33
H -5.29 2.40 2.64
H 2.08 1.88 -1.87
C 3.09 0.98 0.61
H 2.11 1.37 0.86
C -2.10 -3.03 3.23
H -2.80 1.02 -3.61
H 3.87 -5.11 -2.79
Pd -1.64 1.13 -0.82
H 0.07 -1.69 -3.31
C 1.77 -5.01 -0.14
H 2.73 2.88 3.62
C 2.65 -5.54 -1.08
H 0.38 1.59 -1.55
H -3.75 3.75 -4.64
H -1.75 2.31 -4.27
C -4.28 2.21 3.00
C -4.38 2.99 -1.99
H -0.82 -0.36 -2.58
C -3.93 2.70 -4.40
S -2.56 2.84 -2.10
H -5.36 1.54 -3.27
C 0.04 -0.60 -3.20
C -2.77 -3.72 2.25
C 3.17 -0.17 -0.19
F -3.30 -4.91 2.52
C 4.46 -0.62 -0.50
H 2.31 0.42 -4.45
H 4.12 2.53 1.69
C 3.19 -4.71 -2.05
H -0.11 -0.17 -4.20
C 1.14 1.78 2.68
H 3.44 0.02 -3.15
F -1.99 -3.55 4.45
C 1.33 -0.06 -2.57
H -0.73 1.50 4.27
C 2.70 -0.47 3.07
C 5.60 0.04 -0.06
Si 1.57 -0.94 -0.88
P -0.90 0.51 1.33
C 2.47 -0.24 -3.58
H 3.29 -2.73 -2.85
C 3.15 0.77 3.51
H 0.92 1.99 -3.21
C -2.69 2.09 -3.76
C -1.64 -1.19 1.69
H 6.37 1.71 1.06
C -3.91 2.62 4.28
H -4.21 2.19 -5.32

Atomic partial charges in e from the Mulliken method, atoms 1 to 4: H 0.363; C -0.137; H 0.054; C -0.703

The highest HOMO-LUMO gap belongs to which entry? C38H37BCl54F13N3O4

The highest E belongs to which entry? C38H37BrClN5O2PPd

Which formula does entry 1 have? C38H37BCl54F13N3O4

Which value of HOMO-LUMO gap does entry 1 give? 8.239 eV